# 1
Here is a structure of composition C29H44Br16FN4O2PS in a non-equilibrium geometry from the Open Molecules 2025 dataset. Energies are from the ωB97M-V functional and the def2-TZVPD basis.

The HOMO-LUMO gap comes out at 8.053 eV. The HOMO energy is -8.73 eV. Its total energy is -43524.6391 a.u. The calculation puts the LUMO energy at -0.7 eV.

Last column: Mulliken charge in e.
Positions of all 98 atoms, in Å:
C: 0.294 -1.650 1.401  -1.1316
C: 0.356 -1.810 -0.113  1.0600
F: -0.620 -2.691 -0.546  -0.2052
C: 0.240 -0.518 -0.894  -0.6283
C: 1.463 0.106 -1.353  0.0781
P: 3.111 -0.593 -1.042  0.9632
N: 3.483 -1.735 -2.004  -0.7778
O: 3.232 -1.029 0.504  -0.3916
O: 4.185 0.606 -1.174  -0.5501
C: 1.462 1.256 -2.068  -0.3306
C: 0.241 1.871 -2.434  -0.1265
N: 0.103 2.966 -3.156  -0.4200
S: -1.513 3.179 -3.275  0.2132
N: -2.021 1.957 -2.393  -0.5885
C: -0.954 1.258 -1.977  0.8854
C: -0.962 0.063 -1.195  0.3340
C: -2.276 -0.509 -0.758  0.7221
C: -3.232 -0.712 -1.741  -0.7796
C: -4.424 -1.287 -1.378  -0.7790
C: -4.614 -1.628 -0.057  -1.0103
C: -3.606 -1.339 0.836  -0.2085
N: -2.433 -0.790 0.531  0.0461
H: -0.216 -0.750 1.704  0.1975
H: 1.298 -1.631 1.817  0.3313
H: -0.201 -2.526 1.808  0.4318
H: 1.314 -2.282 -0.346  -0.7260
H: 2.731 -1.945 -2.648  0.2703
H: 3.821 -0.410 0.954  0.2719
H: 3.858 1.398 -0.722  0.3308
H: 2.384 1.718 -2.389  0.5850
H: -3.087 -0.452 -2.775  0.4567
H: -5.201 -1.501 -2.097  0.4662
H: -5.514 -2.099 0.301  0.4515
H: -3.792 -1.606 1.872  0.3935
Br: 0.901 5.538 -5.269  -0.1342
C: 2.035 4.740 -6.632  -0.5673
C: 2.392 3.321 -6.276  -0.3722
Br: 3.755 3.251 -4.888  -0.1498
H: 2.903 5.383 -6.738  0.4147
H: 1.452 4.769 -7.551  0.2963
H: 2.826 2.810 -7.133  0.4294
H: 1.541 2.757 -5.909  0.0705
Br: -2.393 -0.536 3.788  -0.0206
C: -1.535 -0.130 5.485  -0.6075
C: -0.042 -0.032 5.331  -0.6149
Br: 0.779 -1.789 5.160  -0.0863
H: -1.838 -0.902 6.186  0.3815
H: -1.949 0.826 5.800  0.3497
H: 0.406 0.414 6.217  0.3799
H: 0.251 0.535 4.453  0.3527
Br: -1.812 6.490 -1.722  -0.1278
C: -3.605 6.848 -1.054  -0.6319
C: -3.876 6.216 0.283  -0.5863
Br: -4.238 4.313 0.141  -0.0860
H: -4.296 6.515 -1.821  0.3716
H: -3.654 7.931 -0.969  0.3648
H: -4.780 6.642 0.714  0.3149
H: -3.054 6.332 0.982  0.4081
Br: 2.132 -5.055 4.796  -0.1550
C: 3.011 -4.652 6.483  -0.4576
C: 4.502 -4.534 6.315  -0.6976
Br: 5.347 -6.275 6.136  -0.1270
H: 2.725 -5.431 7.182  0.3957
H: 2.590 -3.702 6.807  0.2464
H: 4.951 -4.087 7.199  0.3476
H: 4.782 -3.959 5.439  0.3948
Br: 8.055 -3.644 6.302  -0.1296
C: 9.319 -4.278 4.967  -0.5721
C: 9.737 -5.698 5.235  -0.4968
Br: 11.015 -5.808 6.698  -0.1300
H: 10.153 -3.584 4.969  0.3822
H: 8.793 -4.210 4.018  0.3273
H: 10.252 -6.111 4.371  0.3449
H: 8.900 -6.336 5.499  0.2795
Br: -1.493 -6.051 -1.194  -0.1489
C: 0.078 -6.229 -2.328  -0.5931
C: 1.337 -6.384 -1.518  -0.5913
Br: 1.924 -4.692 -0.760  0.0056
H: 0.101 -5.357 -2.973  0.3520
H: -0.101 -7.120 -2.926  0.3654
H: 2.159 -6.712 -2.151  0.3353
H: 1.219 -7.078 -0.692  0.3562
Br: -1.089 2.108 -7.218  -0.1220
C: -1.819 3.881 -7.556  -0.4091
C: -3.319 3.852 -7.662  -0.6171
Br: -3.908 3.135 -9.372  -0.1533
H: -1.341 4.251 -8.457  0.4292
H: -1.507 4.486 -6.706  0.1124
H: -3.721 4.862 -7.619  0.3965
H: -3.781 3.245 -6.890  0.3675
Br: -9.525 3.457 1.385  -0.1428
C: -8.470 3.964 2.940  -0.5724
C: -6.994 3.810 2.684  -0.5118
Br: -6.442 1.947 2.746  -0.0857
H: -8.819 3.355 3.767  0.3715
H: -8.718 5.007 3.128  0.3614
H: -6.420 4.306 3.464  0.3385
H: -6.692 4.192 1.715  0.2193


# 2
Here is a cluster of 10 separate species, C31H75BrClFN5O12S3 in total in a non-equilibrium geometry from the Open Molecules 2025 dataset. Energies are from the ωB97M-V functional and the def2-TZVPD basis.

The HOMO-LUMO gap comes out at 6.890 eV. The HOMO energy is -10.76 eV. Its total energy is -6730.6417 a.u. Its total charge is +1. The calculation puts the LUMO energy at -3.9 eV.

Last column: Mulliken charge in e.
Positions of all 129 atoms, in Å:
C: 0.211 1.485 0.653  -0.0800
C: 1.797 1.678 1.006  -0.1396
N: 2.703 0.740 0.301  -0.6211
N: 3.452 1.255 -0.759  0.9858
C: 2.748 2.204 -1.701  -0.5424
C: 1.528 1.478 -2.510  0.0493
C: 0.249 2.430 -2.657  -0.7853
C: -1.138 1.617 -2.701  -0.5788
C: -2.358 2.402 -2.004  -0.6488
C: -3.397 1.395 -1.250  -0.3657
C: -4.635 1.109 -2.252  -0.3445
C: -5.160 -0.418 -2.048  -0.6153
C: -5.922 -0.663 -0.643  -0.0269
O: -6.152 0.542 0.148  -0.3781
C: -5.382 0.507 1.399  -0.4749
C: 3.825 2.588 -2.879  -0.0458
Cl: 3.016 3.580 -4.227  -0.0725
N: 4.903 3.468 -2.328  0.0473
S: 6.325 3.474 -3.303  1.1779
O: 6.600 2.187 -4.024  -0.5484
O: 6.101 4.536 -4.360  -0.5781
F: 7.709 3.917 -2.479  -0.2343
C: 5.176 3.231 -0.878  -1.3722
C: 4.849 1.742 -0.360  0.4222
Br: 5.228 1.665 1.579  0.2016
C: 5.961 0.773 -1.071  -0.6096
C: 5.964 -0.731 -0.437  -0.5716
C: 5.815 -1.862 -1.615  -0.7136
S: 4.844 -3.321 -0.967  0.0359
C: 3.486 -3.737 -2.195  -0.2075
S: 3.846 -4.056 -3.801  -0.0469
N: 2.121 -3.787 -1.619  0.3639
C: 1.468 -5.048 -1.355  -0.2362
C: 0.101 -4.686 -0.720  -0.2754
N: 0.002 -3.237 -0.667  -0.3411
C: 1.231 -2.721 -1.213  -0.6736
H: -0.251 2.492 0.382  0.0672
H: 0.028 0.660 -0.117  -0.1724
H: -0.337 1.139 1.611  0.1557
H: 2.112 2.789 0.965  0.3096
H: 1.863 1.412 2.133  0.1649
H: 2.241 -0.143 0.047  -0.0480
H: 3.666 0.425 -1.364  0.6550
H: 2.452 3.205 -1.251  0.4205
H: 1.304 0.492 -1.946  -1.0069
H: 1.865 1.136 -3.564  0.7171
H: 0.200 3.147 -1.749  0.1955
H: 0.333 3.132 -3.571  0.4536
H: -0.942 0.595 -2.214  0.1551
H: -1.403 1.483 -3.813  0.5118
H: -1.979 3.117 -1.197  0.2256
H: -2.982 2.956 -2.797  0.5149
H: -2.866 0.405 -0.980  0.1727
H: -3.752 1.921 -0.293  0.1001
H: -4.284 1.243 -3.341  0.2359
H: -5.517 1.822 -2.063  0.1717
H: -5.793 -0.745 -2.944  0.2408
H: -4.223 -1.094 -2.046  0.3382
H: -5.259 -1.362 -0.003  -0.1262
H: -6.957 -1.137 -0.836  0.2968
H: -4.294 0.237 1.143  0.1620
H: -5.822 -0.208 2.177  0.1978
H: -5.351 1.593 1.797  0.2437
H: 4.193 1.610 -3.336  0.3614
H: 4.461 3.935 -0.298  0.2635
H: 6.225 3.499 -0.527  0.6847
H: 5.735 0.637 -2.188  0.1404
H: 7.000 1.228 -0.961  0.4820
H: 6.903 -0.881 0.197  0.3920
H: 5.055 -0.914 0.254  0.2469
H: 5.283 -1.419 -2.530  0.3760
H: 6.859 -2.251 -1.873  0.4178
H: 1.905 -6.081 -1.561  0.3353
H: -0.668 -5.454 -0.354  0.3314
H: 1.478 -1.620 -1.316  0.6312
C: 6.196 -0.324 5.281  -0.4090
O: 5.336 0.744 4.902  -0.5325
H: 6.079 -0.512 6.347  0.1468
H: 5.928 -1.225 4.724  0.1581
H: 7.234 -0.051 5.074  0.3115
H: 5.464 0.882 3.953  0.1355
C: 3.626 -1.956 7.320  -0.5285
O: 5.013 -2.036 7.612  -0.5080
H: 3.499 -1.837 6.243  0.1561
H: 3.127 -2.873 7.644  0.3250
H: 3.190 -1.094 7.832  0.2786
H: 5.098 -2.140 8.569  0.2811
C: 6.458 -4.394 3.646  -0.5968
O: 5.604 -3.320 3.275  -0.4121
H: 6.337 -4.588 4.711  0.2084
H: 6.188 -5.291 3.082  0.2846
H: 7.498 -4.126 3.443  0.2762
H: 5.730 -3.167 2.330  0.2220
C: -4.013 -4.020 1.797  -0.4513
O: -3.656 -2.738 1.295  -0.3853
H: -4.715 -3.892 2.622  0.0435
H: -4.487 -4.605 1.004  0.2947
H: -3.119 -4.535 2.158  0.2444
H: -3.035 -2.881 0.569  0.2273
C: -9.954 -0.596 -2.498  -0.6074
O: -8.589 -0.306 -2.759  -0.3924
H: -10.354 -1.181 -3.326  0.2139
H: -10.038 -1.173 -1.573  0.2615
H: -10.518 0.336 -2.407  0.2710
H: -8.257 0.211 -2.013  0.2618
C: -5.535 0.914 -6.436  -0.5675
O: -4.754 0.039 -5.635  -0.4534
H: -5.707 1.838 -5.883  0.2275
H: -5.002 1.141 -7.363  0.2902
H: -6.496 0.446 -6.664  0.2608
H: -4.618 -0.768 -6.147  0.2739
C: -7.332 -3.568 4.703  -0.5522
O: -5.967 -3.275 4.436  -0.4630
H: -7.733 -4.157 3.878  0.2380
H: -7.411 -4.142 5.629  0.2577
H: -7.898 -2.638 4.791  0.2572
H: -5.637 -2.754 5.179  0.2642
C: -3.187 6.375 -2.480  -0.5385
O: -3.162 5.790 -1.186  -0.4743
H: -2.424 5.898 -3.097  0.1744
H: -4.168 6.221 -2.936  0.2625
H: -2.974 7.444 -2.406  0.3094
H: -3.844 6.229 -0.663  0.2840
C: -0.107 0.345 4.215  -0.6188
O: 1.260 0.629 3.943  -0.4602
H: -0.521 -0.226 3.383  0.1973
H: -0.185 -0.245 5.131  0.2947
H: -0.663 1.279 4.325  0.3213
H: 1.601 1.133 4.694  0.2647


# 3
Here is a structure of composition C13H23BBrCdF4O3P2S2 from the Open Molecules 2025 dataset. Energies are from the ωB97M-V functional and the def2-TZVPD basis.

As for the energy above the lowest of the compared OMol25 structures with the same formula, charge and spin: 0.0 kcal per mole. Its expectation value of S² is 0.76. The spin multiplicity is 2. The HOMO-LUMO gap (alpha / beta) comes out at 4.366 / 5.717 eV. The HOMO energy (alpha / beta) is -0.14 / -1.49 eV. Its total energy is -5380.4279 a.u. Its total charge is -2. The calculation puts the LUMO energy (alpha / beta) at 4.2 / 4.2 eV.

Last column: Löwdin spin population.
Positions of all 50 atoms, in Å:
Cd: 0.045 -0.130 -0.518  0.0089
C: 1.840 1.757 4.988  0.0030
C: 2.708 1.920 3.753  0.0137
O: 2.902 0.686 3.099  0.1033
P: 2.009 0.447 1.657  0.2160
S: 2.399 0.744 -0.814  0.5383
S: 0.013 0.371 2.111  0.0988
O: 2.375 -1.159 1.621  0.0027
C: 3.689 -1.557 1.251  0.0000
C: 4.339 -2.264 2.425  0.0006
H: 1.633 2.735 5.439  0.0007
H: 2.343 1.129 5.728  0.0007
H: 0.892 1.286 4.719  -0.0002
H: 3.693 2.305 4.038  0.0008
H: 2.260 2.654 3.073  0.0074
H: 4.281 -0.697 0.930  -0.0009
H: 3.597 -2.215 0.386  -0.0001
H: 4.406 -1.585 3.276  0.0006
H: 5.346 -2.603 2.156  0.0000
H: 3.748 -3.133 2.722  0.0000
C: -3.303 2.987 -0.983  0.0000
P: -1.680 2.851 -1.724  0.0001
C: -1.903 2.101 -3.328  0.0005
C: -1.202 4.551 -2.073  0.0000
O: -0.653 2.175 -0.875  0.0003
H: -3.950 3.654 -1.557  0.0000
H: -3.170 3.372 0.031  0.0000
H: -3.765 1.998 -0.916  0.0000
H: -2.587 2.681 -3.953  0.0000
H: -2.322 1.106 -3.181  0.0000
H: -0.923 2.028 -3.803  0.0007
H: -1.940 5.043 -2.711  0.0000
H: -0.228 4.547 -2.564  0.0001
H: -1.115 5.089 -1.127  0.0000
Br: -0.732 -6.878 -1.823  0.0000
C: -0.542 -4.999 -1.483  -0.0001
C: -0.206 -4.575 -0.210  0.0001
C: -0.069 -3.207 0.020  0.0008
C: -0.247 -2.253 -0.984  0.0007
C: -0.595 -2.743 -2.248  0.0005
C: -0.744 -4.103 -2.517  0.0000
H: -0.060 -5.293 0.588  0.0000
H: 0.203 -2.880 1.019  0.0011
H: -0.767 -2.055 -3.069  0.0002
H: -1.024 -4.453 -3.503  0.0000
F: -2.866 -0.098 -1.363  0.0003
B: -4.203 -0.306 -1.811  0.0002
F: -4.367 0.367 -3.059  0.0000
F: -5.093 0.269 -0.871  0.0000
F: -4.465 -1.668 -1.965  0.0000


# 4
Here is the molecule C3H5N3 in a non-equilibrium geometry from the Open Molecules 2025 dataset. Energies are from the ωB97M-V functional and the def2-TZVPD basis.

As for the energy above the lowest of the compared OMol25 structures with the same formula, charge and spin: 38.3 kcal per mole. Its structure (SMILES) is [H]/N=C(\C#N)NC. The HOMO-LUMO gap comes out at 10.490 eV. The HOMO energy is -10.23 eV. Its total energy is -281.5291 a.u. The calculation puts the LUMO energy at 0.3 eV.

Last column: natural (NBO) charge in e.
Positions of all 11 atoms, in Å:
C: -1.524 -0.383 0.087  -0.4177
N: -0.418 -0.307 -0.861  -0.6364
C: 0.716 0.314 -0.310  0.3288
N: 1.310 1.289 -0.859  -0.4987
C: 1.344 -0.084 0.978  0.1606
N: 2.174 -0.106 1.792  -0.2833
H: -1.192 -0.726 1.079  0.1814
H: -2.294 -1.063 -0.283  0.2164
H: -1.981 0.608 0.194  0.2054
H: -0.202 -1.183 -1.328  0.3919
H: 2.075 1.555 -0.236  0.3518